Record 1
40
Properties=species:S:1:pos:R:3 method="wB97M-V/def2-TZVPD" largest_force_ha_per_bohr=0.0320 total_charge=+3
I 2.5538 0.5263 1.9056
Ga 0.3194 0.0750 0.2693
O 0.2028 2.0845 -0.4335
O 0.2325 -1.9714 -0.3448
O -1.4046 0.0338 -1.0168
O 1.6297 0.0423 -1.3713
N -0.2925 -0.0773 2.2840
C 1.7976 1.2479 -2.1341
C 1.8331 -1.2014 -2.0580
C -1.1142 2.3960 -0.9074
C 1.4123 -2.3187 -1.0915
C -1.4539 -0.3498 2.8901
C -1.6517 -1.1940 -1.7255
C -1.0518 -2.3273 -0.8866
C -1.6905 1.2471 -1.7391
C 1.3305 2.4265 -1.2590
C -0.4481 -0.1148 5.0532
C 0.7927 0.1565 3.0466
C 0.7698 0.1441 4.4193
C -1.5656 -0.3717 4.2719
H -0.4992 -0.1129 6.1349
H 1.0950 3.2898 -1.8880
H 2.8928 -1.3188 -2.3066
H -1.1075 3.3254 -1.4843
H 2.8564 1.3781 -2.3784
H -0.9774 -3.2428 -1.4823
H 2.1246 2.7175 -0.5620
H -1.6867 -2.5279 -0.0172
H -1.1990 -1.1517 -2.7223
H -1.2335 1.2088 -2.7353
H 1.2600 -3.2572 -1.6350
H -2.7744 1.3733 -1.8473
H -2.5205 -0.5843 4.7302
H 2.1911 -2.4759 -0.3358
H 1.2209 1.1844 -3.0648
H 1.6687 0.3278 4.9926
H -2.7307 -1.3505 -1.8340
H 1.2420 -1.2254 -2.9794
H -2.3040 -0.5521 2.2483
H -1.7193 2.5391 -0.0049

***

Record 2
44
Properties=species:S:1:pos:R:3 method="wB97M-V/def2-TZVPD" largest_force_ha_per_bohr=0.0769
I -7.8061 -0.7769 1.5299
O -3.1115 0.3157 -2.6227
O -0.5808 0.0457 0.3375
O 3.4769 -3.6939 -0.4476
N 0.1529 -1.2696 1.9331
N -2.3153 1.9477 -1.3720
N -5.4118 -0.1279 -0.4672
N -1.4441 3.5973 0.0541
N 2.1569 -1.9303 -0.2503
N -5.2878 1.2054 1.2992
N -3.2700 2.5173 0.7278
C -4.3018 0.7263 -0.5887
C 3.3117 -2.5596 -0.0312
C -3.2240 0.9383 -1.5736
C 0.3656 -0.5613 0.8185
C -2.3617 2.6439 -0.1944
C 3.2814 0.6619 -1.4960
C 1.7532 -0.5617 0.1377
C -4.2363 1.5479 0.5064
C 1.1057 -2.0753 2.6981
C 4.4203 -1.8885 0.7559
C 1.0569 -0.0642 -2.3153
C 1.8280 0.4087 -1.0712
C -5.9743 0.1868 0.6764
H -5.5181 1.6271 2.1922
H 3.8549 1.0354 -0.6478
H 2.0021 -1.4957 2.9214
H 0.0169 -0.2779 -2.0703
H 2.4417 -0.1813 0.8888
H 0.6493 -2.3868 3.6395
H 1.0757 0.7155 -3.0770
H 4.0638 -1.6309 1.7491
H 1.3775 -2.9715 2.1361
H -0.7973 -1.2272 2.2712
H 3.3076 1.4142 -2.2850
H 1.4161 1.3702 -0.7614
H 1.4881 -2.4667 -0.7835
H 4.7585 -0.9993 0.2325
H -1.7013 4.1433 0.8692
H 1.5122 -0.9656 -2.7269
H 3.7346 -0.2555 -1.8725
H -1.4133 1.8103 -1.8024
H 5.2536 -2.5842 0.8436
H -1.1066 4.0927 -0.7608

***

Record 3
39
Properties=species:S:1:pos:R:3 method="wB97M-V/def2-TZVPD" relative_energy_kj_mol=0.0 largest_force_ha_per_bohr=0.0066 total_charge=+4
Mo 0.6867 -0.0036 0.5983
S -0.9275 -0.6776 -0.7410
P -0.0934 1.9407 1.9365
P 2.5050 0.9325 -0.8288
O -0.3007 -3.8651 1.5742
O 1.1654 -1.1951 1.5966
C -1.5756 2.8304 1.4569
C 0.1065 1.8421 3.7135
C -1.7616 -3.4359 -0.4269
C 4.1427 0.8881 -0.0942
C 1.4084 2.7052 1.1537
C -3.4137 -4.3284 -1.9507
C -0.9463 -3.6655 0.6835
C -2.5538 -4.5042 -0.8592
C 2.5635 0.7017 -2.6048
C -1.8172 -2.1622 -1.0863
C -3.4787 -3.1028 -2.5812
C 1.6076 2.4907 -0.3844
C -2.6853 -2.0174 -2.1541
H -1.6566 2.9517 0.3764
H -2.7722 -1.0730 -2.6787
H 0.1753 2.8679 4.0954
H -4.0252 -5.1578 -2.2861
H 2.2947 2.4301 1.7346
H -1.5252 3.8176 1.9316
H 1.5859 0.8494 -3.0630
H -0.7752 1.3668 4.1504
H -4.1475 -2.9534 -3.4212
H 1.2804 3.7824 1.3294
H -2.4534 2.3051 1.8398
H 4.1294 0.8886 0.9960
H 0.6593 2.5190 -0.9380
H 2.9419 -0.2976 -2.8299
H -2.5026 -5.4599 -0.3481
H 3.2700 1.4394 -3.0033
H 4.6488 -0.0186 -0.4369
H 4.6981 1.7608 -0.4565
H 2.1915 3.3276 -0.7854
H 1.0034 1.2877 3.9923

***

Record 4
37
Properties=species:S:1:pos:R:3 method="wB97M-V/def2-TZVPD" relative_energy_kj_mol=171.1 largest_force_ha_per_bohr=0.0303
O 5.0590 -0.4956 -0.1918
O -0.5760 3.4607 -0.1727
N 1.8032 0.9455 -0.0561
N 1.2347 2.1487 -0.1793
C -5.5299 -2.0442 -0.5658
C 3.7131 -0.4363 -0.0529
C 5.4180 -1.7754 -0.0311
C -6.3716 -0.8351 -0.1773
C -2.3936 1.3782 0.3738
C -4.1716 -2.1067 0.1355
C 3.0686 0.8339 -0.1796
C -3.1960 0.1558 0.8157
C 3.2167 -1.6957 0.1987
C -0.1190 2.3474 -0.0542
C -3.2212 -0.9575 -0.2323
C 4.3285 -2.5602 0.2115
C -0.9020 1.0919 0.2295
H 6.4623 -2.0054 -0.1099
H -2.5210 2.1771 1.1069
H -0.7078 0.3898 -0.5825
H -2.2109 -1.3548 -0.3437
H 4.3241 -3.6178 0.3774
H -7.3526 -0.8956 -0.6441
H -0.5031 0.6457 1.1431
H -4.3258 -2.1179 1.2166
H -2.7738 -0.2369 1.7442
H -2.7795 1.7495 -0.5772
H -5.9006 0.0887 -0.5022
H -5.3729 -2.0406 -1.6472
H 3.7203 1.6899 -0.3850
H 2.1878 -1.9444 0.3510
H -3.7056 -3.0573 -0.1346
H -6.5093 -0.7967 0.9013
H -3.5148 -0.5393 -1.1972
H 1.8101 2.9737 -0.3715
H -4.2167 0.4738 1.0293
H -6.0850 -2.9531 -0.3191

***

Record 5
42
Properties=species:S:1:pos:R:3 method="wB97M-V/def2-TZVPD" relative_energy_kj_mol=46.0 largest_force_ha_per_bohr=0.0848
S 4.7951 3.8199 -0.6480
S 0.9723 -4.8572 -0.0577
O 1.7413 -5.8055 0.8053
O -0.3165 -5.5436 -0.8260
O -3.4706 -2.8557 -2.3701
O 1.8040 -3.9678 -0.9183
O 0.1768 -4.0336 1.0736
N 1.5103 3.6101 1.7347
N -0.6896 1.9995 0.9032
C 2.6183 3.0788 0.9364
C -1.8245 -1.5007 0.4671
C -1.2545 -0.3499 1.0265
C -1.0026 -4.6140 -1.6643
C -2.2852 -4.2089 -0.9409
C -2.7518 -2.8379 -1.3973
C 3.2384 4.2924 0.2068
C -2.2236 -0.3644 -1.5831
C -0.4363 3.2859 0.2002
C -1.7227 0.8510 -1.0200
C -1.2228 0.8358 0.2892
C 0.3215 4.2632 1.1077
C -2.2623 -1.5592 -0.8538
H 2.5162 4.6747 -0.5059
H 0.3772 -4.5590 1.8301
H -1.2666 -5.0793 -2.6517
H -0.0596 1.8546 1.7151
H -2.5933 -0.3747 -2.6048
H 0.1522 3.1116 -0.6905
H 0.6007 5.1432 0.5604
H 3.3616 2.5882 1.6267
H -2.0806 -4.1831 0.1328
H -1.4142 3.7927 -0.0442
H -1.6830 1.7843 -1.6238
H 1.8686 4.1816 2.4794
H -1.8625 -2.3600 1.1160
H -0.4073 -3.7106 -1.8691
H -3.0238 -5.0123 -1.1687
H -0.3897 4.6031 1.8576
H 2.2307 2.3647 0.1824
H 3.4283 5.0527 0.9304
H -0.8414 -0.3730 2.0101
H 5.3714 2.9624 0.2465

***

Record 6
34
Properties=species:S:1:pos:R:3 method="wB97M-V/def2-TZVPD" relative_energy_kj_mol=0.0 largest_force_ha_per_bohr=0.0737
O 3.4985 1.4126 -0.5590
C -2.1117 2.3257 0.0484
C 1.2642 0.5143 -0.8069
C -0.6513 2.0731 -0.3250
C -0.0572 0.8416 -0.1584
C 1.2531 -1.6288 -2.1094
C 2.3769 1.2869 -0.1033
C -0.5009 -0.2137 2.1111
C -2.8877 1.0982 0.6010
C -0.7250 -0.2846 0.5699
C 1.2990 -1.0367 -0.6994
C 2.5034 -1.5432 0.0907
C 0.0094 -1.4847 -0.0286
C -2.2415 -0.2487 0.2535
H -3.9210 1.0711 0.1732
H 2.3755 -1.2037 1.1229
H 2.1896 1.5926 0.9089
H -2.4501 -0.4677 -0.7901
H -0.8705 0.7514 2.4577
H 2.5232 -2.6374 0.0584
H -2.6591 -1.0623 0.8567
H 3.4166 -1.1367 -0.3237
H 1.2238 0.8563 -1.8437
H -2.0456 3.0624 0.8318
H 0.2215 -2.2464 0.7432
H -1.0167 -0.9804 2.6382
H -2.9597 1.2139 1.6843
H 1.1824 -2.7371 -2.0522
H 0.5584 -0.2453 2.3592
H 0.4235 -1.2656 -2.7088
H -0.0427 2.8517 -0.7872
H 2.1771 -1.3825 -2.6703
H -2.6656 2.7749 -0.7913
H -0.6900 -1.9211 -0.7518

***

no.,Kohn-Sham gap (hartree)
1,0.3130
2,0.2932
3,0.2432
4,0.3130
5,0.3169
6,0.3505